1.
Entry from the Open Molecules 2025 dataset: C5H5NS as an isolated structure (the ωB97M-V functional and the def2-TZVPD basis).

Each line ends with the Löwdin charge.
Positions of all 12 atoms, in Å:
C (-3.63361, -0.92332, -0.40019)  -0.2275
C (-4.49880, 0.00777, -0.19667)  -0.3132
C (-1.84795, -0.18998, 0.15578)  -0.6164
C (0.44933, -0.33082, -0.48479)  -0.1578
C (-0.48214, -0.04456, 0.63336)  -0.2749
N (-2.35733, -1.21086, -0.34888)  0.0678
S (-3.15630, 1.05730, 0.37003)  0.9518
H (0.22880, -1.38340, -0.92011)  0.1008
H (1.44878, -0.41719, -0.06233)  0.0602
H (0.52943, 0.43613, -1.40875)  0.1297
H (-0.20871, 1.05530, 0.91606)  0.1520
H (-0.24636, -0.82252, 1.36823)  0.1276

Calculated values
**HOMO energy**: -9.567 eV
**DFT total energy**: -646.28171 Ha
**Multiplicity**: 1
**Strongest force on any atom**: 4.528 eV Å⁻¹
**LUMO energy**: -0.91 eV

---

2.
Entry from the Open Molecules 2025 dataset: a single C3H4 molecule (the ωB97M-V functional and the def2-TZVPD basis).

Each line ends with the Löwdin charge.
Positions of all 7 atoms, in Å:
C (-1.40054, -0.27536, -0.13271)  0.0583
C (-0.17521, -0.23331, -0.00275)  -0.1968
C (1.22548, 0.34818, 0.08273)  -0.1192
H (-2.45454, -0.56671, -0.04074)  0.0283
H (1.95431, -0.26711, 0.68580)  0.0819
H (0.96970, 1.26058, 0.61811)  0.0640
H (1.63215, 0.53618, -0.94680)  0.0837

Calculated values
**HOMO energy**: -9.897 eV
**DFT total energy**: -116.62270 Ha
**Structure (SMILES)**: C#CC
**Multiplicity**: 1
**Strongest force on any atom**: 2.168 eV Å⁻¹
**LUMO energy**: 1.05 eV

---

3.
Entry from the Open Molecules 2025 dataset: C33H36BrN3O3STi as an isolated structure (the ωB97M-V functional and the def2-TZVPD basis).

Each line ends with the Löwdin charge.
Positions of all 78 atoms, in Å:
Ti (-0.60995, -0.27256, 0.60484)  0.9992
O (0.77189, -0.33136, 3.36290)  -0.0554
C (0.97876, -1.57566, 3.91295)  -0.2411
C (1.70655, -1.72575, 5.08516)  -0.0012
C (1.93283, -2.98564, 5.60689)  -0.0492
C (1.43560, -4.10857, 4.96434)  -0.0597
C (0.69619, -3.96382, 3.80616)  -0.0207
C (0.45709, -2.70278, 3.27252)  -0.1087
C (-0.28234, -2.54593, 1.96007)  -0.3080
O (-0.98481, -1.39325, 1.85213)  -0.1927
N (0.77690, -2.51619, 0.88947)  0.0656
N (1.17022, -1.25327, 0.69049)  -0.1143
C (2.37348, -0.88186, 0.43942)  -0.1256
C (2.72242, 0.50578, 0.36236)  -0.5164
Br (1.51702, 1.70010, 1.30587)  0.9678
C (3.83109, 1.03129, -0.19366)  -0.0663
C (4.71101, 0.30783, -1.08348)  -0.2273
C (6.06262, 0.66524, -1.15430)  -0.0114
C (6.90940, 0.03409, -2.04482)  -0.0447
C (6.41943, -0.94635, -2.89772)  -0.0437
C (5.08116, -1.30990, -2.84086)  -0.0538
C (4.23906, -0.70025, -1.93354)  -0.0565
H (1.07631, 0.32792, 4.00655)  0.1092
H (2.09191, -0.85159, 5.59018)  0.1235
H (2.50018, -3.08852, 6.51752)  0.1183
H (1.60653, -5.08866, 5.37548)  0.1141
H (0.28470, -4.82440, 3.30129)  0.1228
H (-0.91889, -3.42681, 1.75854)  0.1757
H (1.52338, -3.20674, 1.03497)  0.1707
H (3.17841, -1.61523, 0.33986)  0.1605
H (4.08591, 2.06596, -0.00468)  0.1198
H (6.43852, 1.42529, -0.48610)  0.1230
H (7.95061, 0.31647, -2.09166)  0.1186
H (7.07068, -1.41291, -3.62064)  0.1178
H (4.69419, -2.05959, -3.51369)  0.1142
H (3.19241, -0.97182, -1.90851)  0.0894
C (-2.27783, 1.37174, 2.31965)  -0.0427
N (-2.32368, 0.80748, 0.96359)  -0.3662
C (-2.61943, 1.87590, 0.00196)  -0.0498
C (-3.39149, -0.21575, 0.83474)  -0.1226
C (-3.10516, -1.12067, -0.34822)  -0.2237
C (-4.11495, -1.74188, -1.07261)  -0.0104
C (-3.78224, -2.66017, -2.05680)  -0.0486
C (-2.45316, -2.94079, -2.33098)  -0.0606
C (-1.44107, -2.29932, -1.62457)  -0.0929
C (-1.76218, -1.38007, -0.63755)  -0.1694
H (-3.21613, 1.88626, 2.56380)  0.1196
H (-1.45728, 2.09526, 2.38931)  0.0924
H (-2.11406, 0.56719, 3.04413)  0.1025
H (-3.55871, 2.37915, 0.27033)  0.1212
H (-2.72356, 1.44115, -0.99699)  0.0997
H (-1.81694, 2.61972, 0.00426)  0.0793
H (-4.38075, 0.25590, 0.74470)  0.1500
H (-3.38868, -0.83980, 1.73931)  0.1431
H (-5.14879, -1.51935, -0.85462)  0.1241
H (-4.56010, -3.17207, -2.60160)  0.1170
H (-2.20415, -3.67217, -3.08612)  0.1139
H (-0.40189, -2.55208, -1.83191)  0.1046
C (3.75974, 6.00792, -1.30150)  -0.0241
C (2.87600, 4.84570, -1.58402)  -0.2464
C (3.29472, 3.77832, -2.37205)  -0.0149
C (2.45818, 2.70589, -2.64320)  -0.0633
C (1.17560, 2.69719, -2.11728)  -0.3792
C (0.73830, 3.76556, -1.33865)  -0.1169
C (1.58356, 4.81643, -1.05988)  -0.0173
S (-0.07279, 1.40639, -2.31515)  1.1062
C (0.74586, 0.26452, -3.46399)  -0.1743
O (-0.00602, 0.66532, -0.95877)  -0.6870
H (4.65958, 5.98398, -1.90627)  0.0873
H (4.04631, 6.00732, -0.25188)  0.0961
H (3.22579, 6.93816, -1.48322)  0.0975
H (4.29271, 3.77983, -2.78534)  0.1274
H (2.81856, 1.91132, -3.27839)  0.1105
H (-0.27658, 3.77191, -0.96965)  0.0956
H (1.23645, 5.63683, -0.45219)  0.1303
H (1.71172, -0.03955, -3.07285)  0.0389
H (0.84735, 0.74848, -4.43087)  0.0827
H (0.09134, -0.59791, -3.56060)  0.0569

Calculated values
**HOMO energy**: -13.338 eV
**DFT total energy**: -5490.23506 Ha
**Multiplicity**: 1
**Strongest force on any atom**: 2.656 eV Å⁻¹
**LUMO energy**: -6.38 eV
**Net charge**: +2

---

4.
Entry from the Open Molecules 2025 dataset: C35H35BrN5O4PbS as an isolated structure (the ωB97M-V functional and the def2-TZVPD basis).

Each line ends with the Löwdin charge.
Positions of all 82 atoms, in Å:
Pb (-0.09305, -0.13570, -0.27107)  1.3652
Br (0.60884, 6.98251, 2.74020)  0.6852
C (0.13755, 5.39572, 1.79750)  -0.7066
C (-0.19720, 5.47423, 0.44662)  -0.1337
C (-0.55519, 4.32592, -0.22332)  -0.0190
C (-0.57703, 3.05771, 0.40748)  -0.3953
O (-0.98429, 2.01732, -0.25933)  -0.3846
C (-0.19155, 2.99924, 1.77205)  -0.1448
C (-0.20031, 1.78716, 2.55704)  -0.0831
N (-0.19537, 0.55350, 2.14247)  -0.0089
C (-0.17658, -0.47480, 3.09204)  -0.2714
C (0.21856, -0.30264, 4.44238)  -0.0677
C (0.18947, -1.35834, 5.33422)  -0.1172
C (-0.23403, -2.62306, 4.94457)  -0.0709
C (-0.59912, -2.85751, 3.60338)  -0.1719
C (-1.01703, -4.11457, 3.12226)  -0.0496
C (-1.34996, -4.27717, 1.78209)  -0.1056
C (-1.21688, -3.19963, 0.93174)  -0.2016
N (-0.80862, -1.98840, 1.34951)  -0.0754
C (-0.53738, -1.78110, 2.65762)  -0.2016
C (0.13016, 4.19016, 2.44935)  -0.1003
H (-0.17757, 6.42893, -0.06144)  0.0965
H (-0.84748, 4.35585, -1.26656)  0.1009
H (-0.21194, 1.96975, 3.62940)  0.1080
H (0.57376, 0.65819, 4.78728)  0.0860
H (0.50208, -1.18681, 6.35768)  0.0960
H (-0.27161, -3.44135, 5.65338)  0.0977
H (-1.07635, -4.94546, 3.81483)  0.1022
H (-1.69853, -5.22648, 1.39611)  0.0909
H (-1.44809, -3.29096, -0.12746)  0.0834
H (0.39352, 4.14341, 3.49983)  0.1049
C (2.95115, -0.87519, 1.78945)  0.0085
O (3.28114, 0.03915, 0.71494)  -0.0653
C (2.36779, 0.44346, -0.07396)  -0.2566
C (2.92557, 1.34354, -1.10988)  -0.0546
H (3.28079, -1.87085, 1.50287)  0.1023
H (1.88446, -0.87079, 1.99294)  0.0528
H (3.50193, -0.54458, 2.66368)  0.1041
H (3.93494, 1.68118, -0.86838)  0.0905
H (2.24641, 2.18767, -1.25723)  0.0754
H (2.94254, 0.78618, -2.05357)  0.0836
C (-2.88801, 0.37724, -7.02909)  -0.1097
C (-2.82824, 1.33219, -5.83873)  -0.2406
C (-1.57184, 2.19806, -5.82843)  -0.2118
N (-0.36055, 1.40533, -5.64407)  0.0154
C (0.13989, 1.07276, -4.45053)  -0.7838
S (-0.43844, 1.62406, -2.98156)  0.7179
N (1.20648, 0.16909, -4.46383)  0.1007
C (2.22289, -0.04152, -5.38061)  -0.4192
O (2.93560, -1.01740, -5.27945)  0.0929
C (2.43686, 0.98214, -6.44661)  -0.1741
C (2.68354, 0.55525, -7.74463)  -0.0238
C (2.90764, 1.48522, -8.74995)  -0.0721
C (2.91153, 2.84162, -8.45228)  -0.0774
C (2.69252, 3.26728, -7.14706)  -0.0663
C (2.45101, 2.34059, -6.14578)  -0.0329
H (-3.78085, -0.24698, -6.98157)  0.0700
H (-2.02283, -0.29067, -7.05223)  0.0631
H (-2.91376, 0.93084, -7.97111)  0.0733
H (-2.85493, 0.77413, -4.90014)  0.0986
H (-3.70027, 1.98951, -5.85142)  0.1116
H (-1.62148, 2.90937, -5.00802)  0.0845
H (-1.46736, 2.74400, -6.76813)  0.1237
H (-0.00458, 0.92386, -6.45548)  0.1344
H (1.25401, -0.41856, -3.62713)  0.0631
H (2.69731, -0.50557, -7.96331)  0.1206
H (3.08996, 1.14949, -9.76274)  0.1049
H (3.08859, 3.56838, -9.23504)  0.1045
H (2.71087, 4.32271, -6.90662)  0.1073
H (2.27912, 2.67562, -5.12833)  0.1217
O (1.45067, -1.54712, -2.29092)  -0.2497
N (1.21186, -2.78275, -2.59786)  -0.1957
C (2.14099, -3.73464, -2.37642)  0.0086
C (1.89783, -5.05096, -2.69764)  -0.0341
C (0.68246, -5.41775, -3.25365)  -0.0568
C (-0.25870, -4.42609, -3.47662)  -0.0357
C (0.02257, -3.12036, -3.13992)  -0.0065
H (3.06357, -3.37456, -1.94909)  0.1421
H (2.67062, -5.78415, -2.51694)  0.1161
H (0.47216, -6.44840, -3.50139)  0.1120
H (-1.21717, -4.65473, -3.92063)  0.1165
H (-0.65877, -2.29395, -3.28029)  0.1385

Calculated values
**HOMO energy (spin up / spin down)**: -4.224 / -6.756 eV
**DFT total energy**: -5094.40817 Ha
**Expectation value of S²**: 0.7918
**Multiplicity**: 2
**Strongest force on any atom**: 1.034 eV Å⁻¹
**LUMO energy (spin up / spin down)**: -0.37 / -0.37 eV